Entry 1:
The following is a DFT calculation (ωB97M-V/def2-TZVPD) of the ion C8H7O6S with charge -1 at a distorted geometry.

Positions of all 22 atoms, in Å:
C  -1.8435  0.2812  -0.9725
C  -0.8346  1.1819  -1.0064
C  1.3792  -0.8597  1.3029
C  0.0482  1.0963  1.4056
C  -1.8781  -0.7630  0.0685
C  -0.6475  -1.7617  -0.0625
C  0.7038  -1.1720  0.0191
C  0.1780  1.1713  -0.0322
O  2.0501  2.9183  -0.6315
O  2.2160  -1.5533  1.8106
O  -0.6177  1.8480  2.0837
O  2.7133  0.7523  0.3088
O  1.8483  0.8885  -1.9766
O  0.8016  0.1473  2.0435
S  1.8872  1.4774  -0.6470
H  -2.5344  0.2043  -1.8005
H  -0.6686  1.8145  -1.8678
H  -1.8222  -0.3256  1.0649
H  -2.7861  -1.3649  -0.0044
H  -0.7908  -2.4817  0.7487
H  -0.7583  -2.2771  -1.0177
H  1.3562  -1.2220  -0.8372

Output
**Net charge**: -1
**LUMO energy (spin up / spin down)**: 2.51 / 2.65 eV
**HOMO level (spin up / spin down)**: -5.08 / -4.98 eV



Entry 2:
The following is a DFT calculation (ωB97M-V/def2-TZVPD) of an isolated molecule of C19H25ClN4O3S at a distorted geometry.

Positions of all 53 atoms, in Å:
C  -6.7948  -1.4060  0.2179
C  -5.3400  -1.1125  0.3022
N  -4.8852  0.0642  0.6889
N  -3.5509  -0.0134  0.6554
C  -3.1300  -1.2374  0.2438
C  -4.2685  -1.9841  0.0088
C  -4.3790  -3.3919  -0.4645
H  -5.1789  -3.9067  0.0652
H  -4.6086  -3.4189  -1.5302
H  -3.4489  -3.9323  -0.3031
C  -1.6967  -1.6011  0.1000
H  -1.2846  -1.1519  -0.8026
H  -1.5994  -2.6806  0.0184
H  -1.1154  -1.2653  0.9594
C  -2.7905  1.1528  0.9987
H  -3.3957  1.7089  1.7203
H  -1.8541  0.8492  1.4731
C  -2.5284  2.0568  -0.2215
C  -1.4329  1.5262  -1.1285
O  -1.6912  0.9345  -2.1599
N  -0.1477  1.7387  -0.7470
C  0.3397  2.3739  0.4548
H  -0.4755  2.7501  1.0684
C  1.1799  1.3690  1.2558
N  2.2517  0.8204  0.4540
S  3.6182  1.7958  0.3146
O  3.6049  2.5771  -0.8910
O  3.7711  2.4785  1.5641
C  4.8726  0.5291  0.1675
C  5.0903  -0.3060  1.2471
C  6.0475  -1.3002  1.1585
C  6.7729  -1.4396  -0.0189
C  6.5556  -0.5978  -1.1015
C  5.5954  0.3948  -1.0022
H  5.4017  1.0750  -1.8167
H  7.1323  -0.7190  -2.0047
Cl  7.9644  -2.6767  -0.1349
H  6.2363  -1.9620  1.9889
H  4.5128  -0.1597  2.1453
C  1.7959  0.2625  -0.8035
H  2.6791  -0.0080  -1.3832
C  0.9329  1.2561  -1.5863
H  0.4904  0.7812  -2.4634
H  1.5565  2.1012  -1.8945
H  1.2250  -0.6443  -0.5795
H  1.6423  1.8594  2.1123
H  0.5592  0.5355  1.6009
H  0.9909  3.2112  0.1719
H  -2.2973  3.0695  0.1073
H  -3.4448  2.0883  -0.8135
H  -7.0673  -1.6764  -0.8015
H  -7.3593  -0.5285  0.5187
H  -7.0536  -2.2396  0.8705

Output
**SMILES**: Cc1nn(CCC(=O)N2CCN(S(=O)(=O)c3ccc(Cl)cc3)CC2)c(C)c1C
**LUMO energy**: 0.18 eV
**HOMO level**: -8.50 eV



Entry 3:
The following is a DFT calculation (ωB97M-V/def2-TZVPD) of a structure of composition C24H39BiN3O9SSe at a distorted geometry.

Positions of all 78 atoms, in Å:
Bi  0.6138  -0.4251  0.0156
O  2.0588  0.2247  1.9567
C  2.9288  -0.8333  2.3464
C  2.2143  -2.1799  2.3417
N  1.5617  -2.4634  1.0451
C  2.4665  -3.0401  0.0518
C  2.0598  -2.6766  -1.3839
O  2.7736  -3.0250  -2.3002
O  0.9563  -1.9879  -1.5197
C  0.3793  -3.3170  1.2423
C  -0.6932  -2.5092  1.9848
O  -1.2709  -2.9669  2.9470
O  -0.8779  -1.3183  1.4904
H  1.3879  0.4191  2.6649
H  3.7518  -0.8268  1.6333
H  3.3273  -0.6467  3.3461
H  2.9258  -2.9743  2.5877
H  1.4471  -2.1688  3.1185
H  3.4679  -2.6425  0.1960
H  2.5164  -4.1300  0.1302
H  -0.0179  -3.5941  0.2640
H  0.6135  -4.2190  1.8109
C  -2.0856  -0.6696  4.7026
O  -1.1901  0.2469  4.0709
C  -1.8029  1.3815  3.4764
C  -2.6560  1.0605  2.2570
O  -1.9036  1.3082  1.0648
C  -2.7202  1.2647  -0.0919
C  -2.8860  -0.1418  -0.6192
O  -1.7201  -0.6072  -1.3312
C  -2.0070  -1.9061  -1.8544
H  -2.9136  -0.1300  5.1674
H  -2.4762  -1.4018  3.9927
H  -1.5184  -1.1758  5.4821
H  -2.4085  1.8915  4.2310
H  -0.9886  2.0386  3.1666
H  -2.9763  0.0172  2.2884
H  -3.5423  1.7033  2.2506
H  -3.7041  1.6808  0.1468
H  -2.2501  1.8823  -0.8566
H  -3.1100  -0.8185  0.2100
H  -3.7216  -0.1662  -1.3264
H  -2.8335  -1.8429  -2.5668
H  -1.1141  -2.2575  -2.3569
H  -2.2828  -2.5950  -1.0495
O  3.0017  -0.1632  -0.5982
S  3.5127  0.0577  -2.0232
C  4.3461  1.6749  -1.9176
C  5.6908  1.3994  -1.2672
C  6.2415  0.1838  -2.0072
C  5.1116  -0.8410  -2.0668
H  3.6878  2.3332  -1.3557
H  4.4587  2.0486  -2.9380
H  5.5431  1.1739  -0.2088
H  6.3608  2.2553  -1.3449
H  7.1169  -0.2324  -1.5097
H  6.5349  0.4771  -3.0169
H  5.0844  -1.4880  -1.1934
H  5.1180  -1.4637  -2.9575
C  -0.0486  5.1437  -2.8255
N  0.1617  4.0067  -3.6969
C  0.4248  2.7479  -3.3047
Se  0.7302  2.1107  -1.5795
N  0.4956  1.9811  -4.4118
C  0.3005  2.7531  -5.5478
C  0.3143  2.4546  -6.9003
C  0.1249  3.5102  -7.7761
C  -0.0722  4.8142  -7.3169
C  -0.0955  5.1104  -5.9644
C  0.0932  4.0539  -5.0870
H  -0.0249  4.7970  -1.7960
H  -1.0151  5.5975  -3.0419
H  0.7331  5.8878  -2.9774
H  0.6561  0.9882  -4.3747
H  0.4733  1.4457  -7.2564
H  0.1362  3.3217  -8.8407
H  -0.2022  5.6114  -8.0356
H  -0.2442  6.1226  -5.6134

Output
**Net charge**: +1
**LUMO energy**: -1.97 eV
**HOMO level**: -10.61 eV



Entry 4:
The following is a DFT calculation (ωB97M-V/def2-TZVPD) of a structure of composition C16H48ClNiO12 at a distorted geometry.

Positions of all 78 atoms, in Å:
Ni  1.5044  2.3567  -1.5661
Cl  -0.5842  0.6721  0.4110
O  -1.6037  0.1001  -0.4202
O  0.6782  0.8077  -0.3794
O  -0.9739  1.9671  0.8590
O  -0.2109  -0.1599  1.5043
C  2.2886  -0.5373  -4.3569
C  1.1884  -0.2740  -3.3561
O  1.0048  1.1536  -3.2119
H  2.4632  -1.6024  -4.5308
H  3.2902  -0.2619  -3.9998
H  2.2316  -0.0643  -5.3378
H  1.4099  -0.7136  -2.3871
H  0.2823  -0.7500  -3.7341
H  0.6210  1.4941  -4.0272
C  5.2589  0.9703  0.0153
C  4.5846  1.7877  -1.0684
O  3.2366  1.2740  -1.2951
H  5.1613  -0.1070  -0.1494
H  4.7672  1.0808  0.9794
H  6.3022  1.2737  0.0773
H  5.1571  1.7524  -1.9966
H  4.5674  2.8341  -0.7636
H  3.3820  0.3401  -1.4957
C  -1.9588  3.8630  -3.4416
C  -1.5662  2.8304  -2.3925
O  -0.3190  3.2232  -1.7300
H  -1.4781  3.6554  -4.4017
H  -1.6492  4.8759  -3.1899
H  -3.0244  3.7382  -3.6311
H  -1.4949  1.8768  -2.9082
H  -2.3074  2.7354  -1.6014
H  -0.6311  3.8592  -1.0738
C  -5.0756  0.7503  -1.3877
C  -5.2162  -0.6917  -0.9409
O  -4.0733  -1.4741  -1.2991
H  -5.1146  0.7885  -2.4766
H  -4.2290  1.3001  -0.9794
H  -5.9975  1.2271  -1.0355
H  -6.0449  -1.1610  -1.4727
H  -5.4364  -0.8309  0.1194
H  -3.2883  -1.1302  -0.8621
C  -1.1989  -4.5858  0.3980
C  -0.3212  -3.5005  -0.1732
O  -0.9434  -3.0884  -1.4021
H  -2.1850  -4.1998  0.6964
H  -0.9287  -5.1633  1.2803
H  -1.5344  -5.2435  -0.4080
H  0.6221  -4.0111  -0.3942
H  -0.2487  -2.6012  0.4381
H  -0.7419  -2.1587  -1.5313
C  -4.9684  -1.2322  3.6919
C  -3.7307  -1.1442  2.8129
O  -3.8209  0.0346  2.0270
H  -5.8598  -1.0136  3.1010
H  -4.8641  -0.5391  4.5268
H  -5.1812  -2.2095  4.1270
H  -3.7354  -1.9769  2.1007
H  -2.8654  -1.1347  3.4813
H  -3.0837  0.0508  1.4126
C  1.7630  1.7985  3.5943
C  2.9239  1.7575  2.6171
O  3.2840  3.1373  2.3977
H  2.0756  1.9653  4.6240
H  1.2585  0.8258  3.6136
H  0.9983  2.5188  3.3100
H  2.6457  1.3514  1.6400
H  3.7181  1.1172  3.0059
H  4.2148  3.2416  2.6157
C  3.4968  -2.1934  3.1221
C  2.4433  -2.3634  2.0287
O  2.6898  -1.4519  0.9576
H  3.4753  -3.0794  3.7545
H  3.2697  -1.2953  3.6970
H  4.4779  -2.0523  2.6669
H  1.4865  -2.0840  2.4807
H  2.3555  -3.4107  1.7350
H  1.9104  -0.8955  0.8887

Output
**Expectation value of S²**: 2.004
**Net charge**: +1
**Multiplicity**: 3
**LUMO energy (spin up / spin down)**: -4.67 / -6.17 eV
**HOMO level (spin up / spin down)**: -11.58 / -11.58 eV



Entry 5:
The following is a DFT calculation (ωB97M-V/def2-TZVPD) of a structure of composition C21H28MnNO at a distorted geometry.

Positions of all 52 atoms, in Å:
Mn  0.2045  1.0494  0.6132
C  1.9790  0.9370  1.8205
C  2.1195  0.0227  0.7280
C  2.0576  0.7521  -0.4893
H  2.3323  -1.0481  0.8052
C  1.8342  2.1330  -0.1833
C  1.7663  2.2475  1.2622
H  1.7069  3.1803  1.8349
H  2.1388  0.7031  2.8638
H  2.2335  0.3286  -1.4738
H  1.8425  2.9482  -0.9031
C  -1.9333  0.8725  1.2854
C  -1.2733  2.0965  1.7358
C  -0.8652  2.8450  0.5124
H  -1.1828  2.4194  2.7153
C  -1.2482  2.0372  -0.6266
C  -1.8608  0.8088  -0.1783
H  -2.3305  0.0908  -0.8056
H  -2.4449  0.1940  1.8814
H  -0.4888  3.8296  0.4856
H  -1.2313  2.3651  -1.6827
O  0.2910  -1.3384  -0.8638
C  -0.1239  0.1678  -4.1295
C  0.5992  -1.2380  -3.9113
C  0.7208  1.3297  -3.8385
C  -1.5950  0.0756  -4.0041
C  0.6390  -1.6995  -2.1334
H  1.6212  -1.2821  -4.1941
H  0.1415  -2.0786  -4.3724
H  0.1988  -2.7358  -2.2553
H  1.7752  -1.8268  -2.0880
H  0.7848  1.9660  -4.7741
H  1.7234  1.1239  -3.4983
H  0.3385  1.9843  -3.0327
H  -2.0611  0.1010  -5.0315
H  -2.0496  0.9069  -3.4275
H  -1.9702  -0.7926  -3.4971
C  -0.9529  -2.7221  0.5799
C  -0.6016  -2.2443  1.9007
C  -0.6355  -3.0637  3.0660
C  -0.3242  -2.2617  4.1283
C  -0.1171  -0.9425  3.6024
C  0.1377  0.2364  4.4505
N  -0.2454  -0.9741  2.2537
H  -1.0570  -1.8753  -0.1680
H  -1.8984  -3.2612  0.5893
H  -0.1849  -3.3907  0.1714
H  -0.8611  -4.1173  3.0069
H  -0.2623  -2.4761  5.1834
H  -0.6816  0.3644  5.1779
H  1.0556  0.0797  5.0403
H  0.2388  1.1723  3.8676

Output
**Expectation value of S²**: 6.065
**Net charge**: -2
**Multiplicity**: 5
**LUMO energy (spin up / spin down)**: 5.14 / 5.07 eV
**HOMO level (spin up / spin down)**: 0.79 / 0.44 eV



Entry 6:
The following is a DFT calculation (ωB97M-V/def2-TZVPD) of an isolated molecule of C4H7N3O at a distorted geometry.

Positions of all 15 atoms, in Å:
C  1.0241  -0.6590  -1.1312
C  1.7412  0.6074  -0.9414
C  -0.8405  0.3600  -0.1970
C  -1.2375  -0.6771  1.8073
N  -0.2143  -0.7468  -0.9038
N  0.7461  1.6322  -1.4006
N  -0.3794  1.5385  -0.9893
O  -0.6481  0.4659  1.2035
H  1.3842  -1.6017  -1.5262
H  1.7920  0.9792  0.0954
H  2.7642  0.6851  -1.3827
H  -1.9641  0.3537  -0.3174
H  -0.5752  -1.5013  1.8338
H  -1.9835  -1.0172  1.0914
H  -1.6093  -0.4189  2.7581

Output
**Expectation value of S²**: 2.012
**Multiplicity**: 3
**LUMO energy (spin up / spin down)**: 0.94 / -1.55 eV
**HOMO level (spin up / spin down)**: -6.53 / -10.35 eV